(1)
Computed, not measured: a cluster of 2 separate species, C3H2N2 in total at a distorted geometry, with the ωB97M-V functional and the def2-TZVPD basis.

Calculated values
Strongest force on any atom in eV/A: 5.050
M in Da: 66.06
E_LUMO (alpha / beta) in eV: 0.733 / -5.311
DFT total energy in eV: -6116.17763
Energy relative to the best compared isomer or geometry (same formula, charge and spin) in kJ/mol: 109.0
HOMO-LUMO gap (alpha / beta) in Ha: 0.353 / 0.273

Geometry as ORCA input:
```
! RIJCOSX wB97M-V def2-TZVPD def2/J DEFGRID3
* xyz 0 3
C 0.968 0.910 -0.056
C -1.521 -0.268 -0.072
C 0.607 -0.472 0.010
N 1.266 2.010 0.035
N -2.657 -0.229 0.034
H 0.367 -1.083 -0.867
H 0.970 -0.867 0.915
*
```

(2)
Computed, not measured: an isolated molecule of C3H2N2O at a distorted geometry, with the ωB97M-V functional and the def2-TZVPD basis.

Calculated values
SMILES: C=C=C1N=[N+]1[O-]
Strongest force on any atom in eV/A: 1.892
M in Da: 82.06
E_LUMO in eV: 0.403
DFT total energy in eV: -8164.39040
Energy relative to the best compared isomer or geometry (same formula, charge and spin) in kJ/mol: 513.5
HOMO-LUMO gap in Ha: 0.370

Geometry as ORCA input:
```
! RIJCOSX wB97M-V def2-TZVPD def2/J DEFGRID3
* xyz 0 1
C -1.872 -0.047 0.002
C -0.581 0.064 0.011
C 0.676 0.235 0.000
N 1.823 1.109 -0.005
N 2.020 -0.125 0.000
O 2.807 -1.018 -0.003
H -2.443 -0.107 0.913
H -2.431 -0.110 -0.917
*
```

(3)
Computed, not measured: a structure of composition C3H2N2O at a distorted geometry, with the ωB97M-V functional and the def2-TZVPD basis.

Calculated values
Strongest force on any atom in eV/A: 4.347
M in Da: 82.06
E_LUMO in eV: 0.121
DFT total energy in eV: -8167.34609
Energy relative to the best compared isomer or geometry (same formula, charge and spin) in kJ/mol: 228.4
HOMO-LUMO gap in Ha: 0.312

Geometry as ORCA input:
```
! RIJCOSX wB97M-V def2-TZVPD def2/J DEFGRID3
* xyz 0 1
C -0.675 -0.896 1.074
C 0.254 0.311 -1.371
C -0.250 0.285 0.559
N -1.014 -1.869 1.593
N 0.886 0.497 -0.295
O -0.369 0.132 -2.338
H -0.633 1.140 0.863
H 1.802 0.400 -0.084
*
```

(4)
Computed, not measured: a structure of composition C3H2N2O2 at a distorted geometry, with the ωB97M-V functional and the def2-TZVPD basis.

Calculated values
Strongest force on any atom in eV/A: 2.802
M in Da: 98.06
E_LUMO in eV: -0.674
DFT total energy in eV: -10215.36336
Energy relative to the best compared isomer or geometry (same formula, charge and spin) in kJ/mol: 272.6
HOMO-LUMO gap in Ha: 0.377

Geometry as ORCA input:
```
! RIJCOSX wB97M-V def2-TZVPD def2/J DEFGRID3
* xyz 0 1
O 1.416 1.667 1.617
C 0.525 0.873 1.491
C -0.071 0.440 0.150
N -0.134 -0.859 0.071
C -0.420 -1.162 -1.232
N -0.810 -0.168 -1.959
O -0.402 1.135 -0.887
H 0.112 0.275 2.329
H -0.215 -2.200 -1.579
*
```

(5)
Computed, not measured: a structure of composition C3H2N2O2 at a distorted geometry, with the ωB97M-V functional and the def2-TZVPD basis.

Calculated values
Strongest force on any atom in eV/A: 6.305
M in Da: 98.06
E_LUMO in eV: 0.417
DFT total energy in eV: -10211.83044
Energy relative to the best compared isomer or geometry (same formula, charge and spin) in kJ/mol: 613.5
HOMO-LUMO gap in Ha: 0.410

Geometry as ORCA input:
```
! RIJCOSX wB97M-V def2-TZVPD def2/J DEFGRID3
* xyz 0 1
C 0.769 -0.635 -0.773
C -0.642 0.533 -0.228
C 0.331 -0.066 0.619
H 0.916 -1.664 -0.808
H 1.704 -0.137 -1.379
N -1.579 0.948 0.431
N 0.051 0.258 1.853
O -0.327 -0.196 -1.400
O -1.223 0.959 1.684
*
```

(6)
Computed, not measured: an isolated molecule of C3H2N2O2S at a distorted geometry, with the ωB97M-V functional and the def2-TZVPD basis.

Calculated values
SMILES: Oc1cnnoc1=S
Strongest force on any atom in eV/A: 7.155
M in Da: 130.13
E_LUMO in eV: -0.868
DFT total energy in eV: -21049.11224
Energy relative to the best compared isomer or geometry (same formula, charge and spin) in kJ/mol: 542.4
HOMO-LUMO gap in Ha: 0.315

Geometry as ORCA input:
```
! RIJCOSX wB97M-V def2-TZVPD def2/J DEFGRID3
* xyz 0 1
O -0.993 1.658 0.228
C -0.333 0.449 -0.015
C 0.991 0.446 -0.341
N 1.797 -0.740 -0.245
N 1.206 -1.809 0.286
O -0.152 -1.816 0.174
C -1.097 -0.840 0.046
S -2.582 -1.014 -0.166
H -0.421 2.369 0.728
H 1.583 1.298 -0.695
*
```

(7)
Computed, not measured: an isolated molecule of C3H2N2O2S at a distorted geometry, with the ωB97M-V functional and the def2-TZVPD basis.

Calculated values
Strongest force on any atom in eV/A: 2.232
M in Da: 130.13
E_LUMO (alpha / beta) in eV: -0.735 / -3.351
DFT total energy in eV: -21046.31608
Energy relative to the best compared isomer or geometry (same formula, charge and spin) in kJ/mol: 0.0
HOMO-LUMO gap (alpha / beta) in Ha: 0.238 / 0.240

Geometry as ORCA input:
```
! RIJCOSX wB97M-V def2-TZVPD def2/J DEFGRID3
* xyz 0 3
C 0.414 0.640 -0.243
C 1.747 0.460 0.126
C -0.418 -0.417 0.046
N 1.951 -0.717 0.710
N 1.188 -1.574 0.912
O -2.814 -1.546 0.075
O -2.699 0.834 -0.631
S -2.044 -0.393 -0.262
H 0.121 1.556 -0.731
H 2.555 1.157 -0.002
*
```

(8)
Computed, not measured: an isolated molecule of C3H2N2O3 at a distorted geometry, with the ωB97M-V functional and the def2-TZVPD basis.

Calculated values
SMILES: O=COc1conn1
Strongest force on any atom in eV/A: 5.681
M in Da: 114.06
E_LUMO in eV: 0.563
DFT total energy in eV: -12263.06413
Energy relative to the best compared isomer or geometry (same formula, charge and spin) in kJ/mol: 378.0
HOMO-LUMO gap in Ha: 0.378

Geometry as ORCA input:
```
! RIJCOSX wB97M-V def2-TZVPD def2/J DEFGRID3
* xyz 0 1
O -2.100 0.702 0.560
C -1.971 -0.327 -0.021
O -0.748 -0.977 -0.216
C 0.388 -0.395 -0.002
C 0.827 0.909 -0.182
O 2.077 0.834 -0.010
N 2.547 -0.455 0.310
N 1.502 -1.112 0.367
H -2.781 -0.991 -0.378
H 0.259 1.811 -0.427
*
```